Formula: C12H16NO
Source: OMol25
Level of theory: the ωB97M-V functional and the def2-TZVPD basis

Charge: +1
E_tot: -16233.3970 eV
ΔE to the lowest compared entry with this formula, charge and spin: 0.00 kcal per mole
HOMO-LUMO gap: 8.0399 eV
Spin multiplicity: 1
SMILES: Cc1ccc2c(c1)C(C)(C)C(O)=[N+]2C
HOMO energy: -12.0 eV

Element x y z (Å)
C: 2.76126 0.14568 -0.21041
C: 2.03686 -0.57668 0.74411
C: 0.71124 0.81980 -1.29433
C: -0.01271 0.00223 -0.42645
C: 2.11606 0.97784 -1.11538
C: 0.63637 -0.65098 0.67270
C: -1.66012 -0.92620 0.95109
C: -1.44256 0.04725 -0.20262
C: 3.01172 1.80930 -1.96360
C: -1.75547 1.50989 0.28837
C: -2.32060 -0.36231 -1.39388
C: -0.14008 -2.15230 2.47973
N: -0.34171 -1.19849 1.47866
O: -2.70582 -1.39377 1.51906
H: 3.83671 0.24647 -0.00931
H: 2.55708 -1.08646 1.53534
H: 0.14735 1.45749 -1.83139
H: 3.38676 1.14166 -2.78213
H: 2.45801 2.52420 -2.42047
H: 3.89784 2.31821 -1.57066
H: -2.80742 1.57165 0.39160
H: -1.47943 2.17216 -0.45831
H: -1.25306 1.64782 1.30879
H: -3.24120 0.10234 -1.21337
H: -2.45076 -1.44018 -1.54793
H: -1.94476 0.04503 -2.33749
H: 0.50396 -2.97061 2.16818
H: -1.14486 -2.69353 2.67653
H: 0.22105 -1.57870 3.46893
H: -3.58173 -1.50881 1.09463

Results of the Mulliken charge analysis, in e, for atoms 1 through 4: number 1, C, carries -0.76; number 2, C, carries -0.65; number 3, C, carries -0.59; number 4, C, carries 0.43


Formula: C3H5MgO4
Source: OMol25
Level of theory: the ωB97M-V functional and the def2-TZVPD basis

E_tot: -16826.1542 eV
ΔE to the lowest compared entry with this formula, charge and spin: 23.71 kcal per mole
HOMO-LUMO gap (alpha / beta): 7.0771 / 8.4568 eV
Spin multiplicity: 2
HOMO energy (alpha / beta): -7.0 / -9.5 eV

Element x y z (Å)
O: 1.47039 1.21898 -0.96004
C: 0.35304 0.74853 -0.87258
C: 0.48493 -1.76415 0.66071
O: 0.02593 -0.57193 1.20524
O: -0.02551 -0.46292 -1.29486
C: 0.76574 -1.55978 -0.82364
H: -0.21971 -2.60976 0.77483
H: 1.43668 -2.08108 1.12815
H: 0.48335 -2.43951 -1.41570
H: 1.82243 -1.30501 -0.97715
O: -0.76452 1.51390 -0.76614
H: -0.53123 2.35303 -0.35089
Mg: -1.66470 0.27625 1.45686

Results of the Mulliken charge analysis, in e, for atoms 1 through 4: number 1, O, carries -0.56; number 2, C, carries 0.85; number 3, C, carries -0.26; number 4, O, carries -0.76


- Which of these has the lowest ΔE to the lowest compared entry with this formula, charge and spin?
  C12H16NO


Please write out number 2 again, unchanged.
Formula: C3H5MgO4
Source: OMol25
Level of theory: the ωB97M-V functional and the def2-TZVPD basis

E_tot: -16826.1542 eV
ΔE to the lowest compared entry with this formula, charge and spin: 23.71 kcal per mole
HOMO-LUMO gap (alpha / beta): 7.0771 / 8.4568 eV
Spin multiplicity: 2
HOMO energy (alpha / beta): -7.0 / -9.5 eV

Element x y z (Å)
O: 1.47039 1.21898 -0.96004
C: 0.35304 0.74853 -0.87258
C: 0.48493 -1.76415 0.66071
O: 0.02593 -0.57193 1.20524
O: -0.02551 -0.46292 -1.29486
C: 0.76574 -1.55978 -0.82364
H: -0.21971 -2.60976 0.77483
H: 1.43668 -2.08108 1.12815
H: 0.48335 -2.43951 -1.41570
H: 1.82243 -1.30501 -0.97715
O: -0.76452 1.51390 -0.76614
H: -0.53123 2.35303 -0.35089
Mg: -1.66470 0.27625 1.45686

Results of the Mulliken charge analysis, in e, for atoms 1 through 4: number 1, O, carries -0.56; number 2, C, carries 0.85; number 3, C, carries -0.26; number 4, O, carries -0.76


- Which value of E_tot does entry 1 give?
  -16233.3970 eV